Entry from the Open Molecules 2025 dataset: 3 unconnected molecules or ions with the total composition C23H44F3IN4O6P at a distorted geometry (ωB97M-V/def2-TZVPD).

XYZ file:
```
82
Properties=species:S:1:pos:R:3:lowdin_charge:R:1
C -4.87 0.19 -1.10 -0.1205
O -5.05 -0.36 -2.44 -0.2503
C -4.35 -1.62 -2.59 -0.2254
C -3.03 -1.53 -3.52 -0.1691
C -2.46 -0.04 -3.72 -0.2099
C -1.26 0.09 -4.78 -0.2203
C 0.10 -0.66 -4.37 -0.2176
C 0.77 -0.12 -3.00 -0.2292
C 1.25 -1.39 -2.11 -0.2936
P 2.47 -0.89 -0.68 0.5441
C 3.81 -0.58 -2.00 -0.3183
C 5.34 -0.62 -1.51 -0.3574
C 6.04 0.86 -1.37 -0.5789
I 7.03 0.93 0.62 0.6326
C 3.10 -2.66 -0.44 -0.2271
C 2.02 -3.84 -0.48 -0.3351
C 2.64 -5.05 0.43 -0.0843
F 1.84 -4.45 -1.80 -0.1121
N 3.52 -0.21 0.65 -0.0226
C 3.41 1.09 0.69 -0.3527
O 3.47 2.35 0.62 0.0244
N 1.08 -1.06 0.46 -0.0798
C 0.07 0.00 0.34 -0.3563
O -1.08 -0.34 -0.06 0.0709
F 0.24 1.38 0.64 0.0535
C 1.44 -1.32 1.85 -0.3544
O 1.28 -0.37 2.69 0.0253
F 1.85 -2.56 2.41 0.0468
H -5.73 -0.17 -0.43 0.0896
H -4.95 1.34 -1.16 0.0831
H -3.84 -0.04 -0.64 0.0953
H -5.09 -2.37 -3.09 0.1197
H -4.07 -2.07 -1.57 0.1169
H -3.23 -2.02 -4.54 0.1063
H -2.21 -2.17 -3.01 0.1096
H -2.21 0.41 -2.68 0.1048
H -3.34 0.60 -4.12 0.1165
H -1.64 -0.38 -5.77 0.1035
H -1.08 1.21 -5.01 0.1107
H -0.05 -1.79 -4.27 0.1006
H 0.88 -0.46 -5.21 0.1082
H 1.61 0.61 -3.25 0.0914
H -0.04 0.50 -2.44 0.0936
H 0.33 -1.94 -1.65 0.0878
H 1.72 -2.13 -2.84 0.0759
H 2.02 0.49 -0.92 0.0319
H 3.65 0.48 -2.46 0.0825
H 3.74 -1.30 -2.92 0.0919
H 5.55 -1.29 -0.59 0.0572
H 5.95 -1.12 -2.37 0.0985
H 6.89 0.96 -2.12 0.0353
H 5.25 1.69 -1.48 0.0506
H 3.65 -2.69 0.59 0.0923
H 3.92 -2.98 -1.21 0.1148
H 1.00 -3.61 -0.02 0.1289
H 2.90 -4.73 1.49 0.0686
H 3.64 -5.36 -0.07 0.0869
H 1.89 -5.92 0.36 0.0746
C -6.06 2.09 1.57 -0.3288
O -5.25 2.38 0.72 0.0052
N -7.17 2.81 1.89 -0.2072
C -8.09 2.40 2.92 -0.0685
C -7.43 4.04 1.16 -0.0485
H -5.95 1.17 2.18 0.1361
H -9.08 2.26 2.48 0.0865
H -8.14 3.18 3.69 0.0866
H -7.77 1.47 3.38 0.0833
H -7.53 3.81 0.10 0.0937
H -6.59 4.73 1.29 0.0930
H -8.35 4.51 1.52 0.0839
C 4.70 2.49 5.75 -0.3468
O 5.20 2.48 6.87 -0.0124
N 3.44 2.07 5.44 -0.1994
C 2.92 2.12 4.09 -0.0516
C 2.60 1.55 6.50 -0.0510
H 5.26 2.87 4.88 0.1307
H 2.03 2.75 4.07 0.0961
H 2.66 1.10 3.77 0.0669
H 3.67 2.52 3.40 0.0767
H 2.46 2.33 7.26 0.0872
H 3.09 0.69 6.96 0.0903
H 1.63 1.25 6.10 0.0879
```

molecular weight	687.499	Da
spin multiplicity	1
E_HOMO	-5.68	eV
charge	-1
total energy	-2511.7247	Ha

Entry from the Open Molecules 2025 dataset: a molecular structure, C23H44MnNOP3 at a distorted geometry (ωB97M-V/def2-TZVPD).

XYZ file:
```
73
Properties=species:S:1:pos:R:3:lowdin_charge:R:1
Mn -0.75 1.13 -0.45 0.7058
P -1.91 -1.32 0.19 0.7896
P 1.44 -0.70 2.17 0.8815
P 1.43 -2.17 -1.18 0.8039
H -0.44 3.74 -0.79 0.0844
C -1.08 3.37 -1.62 0.0102
C -2.05 2.42 -1.56 -0.1114
H -2.48 1.83 -0.74 0.0478
C -3.43 -0.76 1.06 -0.2612
C -1.49 -2.81 1.15 -0.2501
C -2.59 -2.09 -1.32 -0.2361
C 2.81 0.50 2.24 -0.1730
C 0.24 -0.47 3.49 -0.1951
C 2.04 -2.39 2.34 -0.2050
C 1.05 -2.31 -2.98 -0.2613
C 1.88 -3.92 -0.82 -0.2627
C 2.98 -1.20 -1.40 -0.2694
H -1.04 3.95 -2.54 0.1113
H -2.67 2.37 -2.47 0.1240
H -3.94 0.03 0.49 0.0483
H -3.17 -0.37 2.06 0.0350
H -4.12 -1.62 1.18 0.0698
H -1.20 -2.57 2.18 0.0363
H -0.67 -3.38 0.69 0.0159
H -2.38 -3.45 1.18 0.0775
H -2.87 -1.30 -2.03 0.0406
H -3.46 -2.71 -1.06 0.0742
H -1.83 -2.72 -1.81 0.0442
H 3.63 0.13 2.90 0.0942
H 2.47 1.48 2.63 0.0332
H 3.20 0.65 1.23 0.0457
H 0.31 -1.31 4.20 0.0811
H -0.79 -0.51 3.09 0.0372
H 0.35 0.45 4.08 0.0472
H 3.04 -2.49 1.91 0.0696
H 1.34 -3.06 1.83 0.0329
H 2.07 -2.65 3.41 0.0774
H 1.42 -3.24 -3.42 0.0652
H 1.49 -1.45 -3.51 0.0366
H -0.03 -2.29 -3.12 0.0198
H 1.98 -4.45 -1.78 0.0482
H 1.05 -4.42 -0.26 0.0324
H 2.79 -4.04 -0.21 0.0559
H 3.69 -1.78 -2.00 0.0682
H 3.45 -0.88 -0.47 0.0165
H 2.70 -0.30 -1.97 0.0144
C -0.32 0.49 -3.31 -0.3757
C 0.93 1.17 -3.11 -0.0336
C 1.70 1.49 -4.22 -0.0185
C 1.20 1.29 -5.50 0.0246
C -0.01 0.62 -5.70 0.0067
C -0.79 0.23 -4.63 0.0659
O -1.06 0.17 -2.28 -0.1908
H 0.82 -0.92 0.86 -0.0818
H 1.26 1.41 -2.10 0.1011
H 2.68 1.95 -4.08 0.1412
H 1.80 1.64 -6.35 0.1479
H -0.36 0.44 -6.70 0.1309
H -1.77 -0.25 -4.76 0.1470
N -1.53 2.53 1.11 0.0162
C -1.01 2.66 2.42 -0.3428
C 0.30 3.08 2.58 -0.0591
C 0.78 3.23 3.88 -0.0670
C -0.03 2.87 4.97 -0.0538
C -1.36 2.49 4.77 -0.0425
C -1.87 2.39 3.47 -0.0275
H -1.48 3.46 0.66 0.1016
H -2.55 2.46 1.20 0.1190
H 0.95 3.30 1.72 0.1185
H 1.78 3.62 4.06 0.1257
H 0.38 2.90 5.99 0.1329
H -2.03 2.27 5.61 0.1327
H -2.91 2.10 3.26 0.1306
```

molecular weight	498.471	Da
spin multiplicity	5
E_HOMO (spin up / spin down)	-16.56 / -16.56	eV
charge	+3
total energy	-3206.7455	Ha

Entry from the Open Molecules 2025 dataset: a molecular structure, C23H44N3O8P2RuS2 (ωB97M-V/def2-TZVPD).

XYZ file:
```
83
Properties=species:S:1:pos:R:3:lowdin_charge:R:1
Ru -1.55 0.16 -0.55 1.2984
C 3.09 1.31 4.21 -0.0205
C 2.28 0.08 3.89 -0.3894
C 1.63 -0.57 5.08 -0.0232
O 1.17 0.53 2.96 -0.1591
P 0.90 -0.09 1.58 0.4664
O -0.21 0.74 0.94 -0.4144
C 0.41 -1.81 1.71 -0.1852
P 0.12 -2.60 0.10 0.4780
O -0.65 -1.61 -0.78 -0.4086
O 1.47 -2.91 -0.55 -0.1605
C 2.22 -4.23 -0.53 -0.3632
C 3.68 -3.87 -0.43 -0.0260
C 1.85 -4.98 -1.78 -0.0175
O -0.62 -3.91 0.39 -0.1491
C -2.03 -4.38 0.26 -0.3510
C -2.33 -4.66 -1.19 -0.0180
C -2.96 -3.40 0.93 -0.0375
O 2.20 -0.21 0.74 -0.1794
C 3.06 0.88 0.25 -0.3889
C 4.49 0.47 0.53 -0.0106
C 2.76 1.05 -1.22 -0.0331
H 3.90 1.03 4.88 0.1105
H 2.47 2.05 4.72 0.1017
H 3.52 1.76 3.32 0.0758
H 2.88 -0.64 3.32 0.1340
H 1.00 0.15 5.61 0.1004
H 2.40 -0.91 5.77 0.1092
H 1.02 -1.43 4.80 0.0796
H -0.50 -1.89 2.31 0.0931
H 1.20 -2.36 2.22 0.1066
H 1.88 -4.75 0.36 0.1431
H 4.00 -3.32 -1.31 0.0958
H 4.27 -4.78 -0.35 0.1083
H 3.88 -3.26 0.46 0.0823
H 2.12 -4.40 -2.67 0.1014
H 0.79 -5.22 -1.81 0.0711
H 2.41 -5.92 -1.81 0.1111
H -2.00 -5.31 0.83 0.1588
H -2.27 -3.75 -1.79 0.0678
H -3.33 -5.07 -1.27 0.1087
H -1.64 -5.40 -1.60 0.0910
H -2.99 -2.45 0.38 0.0522
H -2.68 -3.21 1.96 0.0890
H -3.97 -3.81 0.93 0.1063
H 2.80 1.78 0.82 0.1434
H 4.73 -0.45 0.00 0.0961
H 4.66 0.32 1.59 0.0849
H 5.17 1.25 0.19 0.1067
H 2.90 0.11 -1.74 0.1029
H 3.45 1.78 -1.65 0.0941
H 1.73 1.39 -1.37 0.0510
O -0.55 2.43 -2.57 -0.3881
S -0.07 3.60 -3.32 1.1548
C 0.11 3.37 -5.12 -0.2169
C 1.40 4.14 -5.41 -0.1874
C 2.36 3.91 -4.24 -0.1887
C 1.60 4.21 -2.95 -0.2294
H -0.79 3.75 -5.60 0.1187
H 0.19 2.29 -5.25 0.1254
H 1.18 5.20 -5.54 0.1386
H 1.82 3.77 -6.35 0.1482
H 3.22 4.57 -4.30 0.1464
H 2.71 2.87 -4.23 0.1295
H 1.48 5.28 -2.76 0.1229
H 1.93 3.71 -2.04 0.0920
O -2.88 -1.27 -2.66 0.1281
N -2.72 -0.36 -2.00 -0.1184
N -7.43 3.14 2.13 0.2178
C -6.21 3.57 2.25 -0.6579
S -5.78 4.95 3.11 1.1051
C -5.10 2.85 1.56 -0.2092
C -3.95 2.48 2.26 0.0267
C -2.94 1.81 1.58 -0.0630
N -3.04 1.50 0.27 -0.0630
C -4.15 1.87 -0.40 -0.0820
C -5.19 2.55 0.20 0.0369
H -8.22 3.62 2.54 0.1641
H -7.64 2.27 1.65 0.1634
H -3.83 2.68 3.31 0.1344
H -2.03 1.52 2.07 0.1105
H -4.19 1.61 -1.44 0.1114
H -6.04 2.84 -0.39 0.1441
```

molecular weight	717.770	Da
spin multiplicity	6
E_HOMO (spin up / spin down)	-19.10 / -19.82	eV
charge	+4
total energy	-3241.6138	Ha

Entry from the Open Molecules 2025 dataset: a molecular structure, C23H45As3IN2W at a distorted geometry (ωB97M-V/def2-TZVPD).

XYZ file:
```
75
Properties=species:S:1:pos:R:3:lowdin_charge:R:1
W 1.41 -0.48 1.37 0.9736
C 2.52 -3.04 3.46 0.0050
C 2.23 -1.60 3.22 -0.3688
C 3.25 -0.68 2.92 -0.1156
C 2.96 0.66 2.58 -0.4092
C 4.05 1.60 2.16 -0.0117
C 1.64 1.17 2.93 -0.1337
C 0.75 0.35 3.64 -0.3098
C -0.38 0.94 4.41 0.0022
C 0.91 -1.05 3.52 -0.1254
H 3.25 -3.42 2.74 0.0934
H 1.62 -3.66 3.40 0.0967
H 2.95 -3.17 4.45 0.1235
H 4.27 -1.03 2.88 0.1472
H 4.33 1.44 1.11 0.0642
H 4.95 1.43 2.75 0.1136
H 3.77 2.64 2.28 0.0999
H 1.54 2.25 3.00 0.1525
H -0.77 1.85 3.96 0.0962
H 0.02 1.22 5.39 0.1340
H -1.19 0.24 4.59 0.0953
H 0.21 -1.70 4.03 0.1511
C 0.96 3.02 -0.06 -0.2475
As 1.21 1.16 -0.64 1.0227
C 2.62 1.50 -1.95 -0.2914
C -0.20 0.89 -2.02 -0.2757
C -1.69 0.80 -1.64 -0.6576
C -2.19 2.14 -1.11 -0.0514
C -1.94 -0.32 -0.61 -0.3085
As -1.27 -0.10 1.25 1.1460
C -2.04 -1.75 1.95 -0.2434
C -2.64 1.08 2.01 -0.2218
C -2.53 0.36 -2.87 -0.3587
As -2.78 1.45 -4.54 1.1463
C -1.28 2.66 -4.86 -0.3417
C -4.27 2.65 -4.17 -0.3247
H 0.27 3.11 0.78 0.0212
H 0.61 3.63 -0.89 0.0568
H 1.93 3.40 0.25 0.0425
H 2.46 2.48 -2.40 0.0589
H 2.60 0.73 -2.73 0.0378
H 3.60 1.48 -1.49 0.0069
H 0.11 -0.03 -2.53 0.0882
H -0.04 1.71 -2.71 0.0689
H -1.63 2.44 -0.23 0.0383
H -3.25 2.08 -0.85 0.1047
H -2.08 2.93 -1.86 0.0829
H -1.51 -1.25 -0.97 0.0692
H -3.01 -0.48 -0.49 0.0966
H -2.99 -1.95 1.46 0.0590
H -2.26 -1.64 3.02 0.0411
H -1.38 -2.60 1.81 0.0145
H -3.55 0.95 1.42 0.0579
H -2.37 2.13 2.02 0.0419
H -2.86 0.76 3.03 0.0352
H -3.57 0.23 -2.55 0.0736
H -2.20 -0.62 -3.21 0.0615
H -0.35 2.11 -5.01 0.0155
H -1.19 3.37 -4.05 0.0095
H -1.50 3.20 -5.78 0.0378
H -5.09 2.11 -3.70 0.0269
H -4.63 3.06 -5.12 0.0343
H -3.93 3.47 -3.54 0.0179
C 0.47 -5.41 -0.71 0.0334
N 0.72 -4.03 -1.15 -0.1300
C 1.02 -3.81 -2.57 0.0231
C 0.65 -3.03 -0.35 -0.2501
N 0.59 -2.08 0.33 -0.0741
H -0.43 -5.80 -1.19 0.1153
H 0.35 -5.45 0.37 0.1039
H 1.31 -6.04 -1.00 0.1153
H 0.13 -3.97 -3.17 0.1161
H 1.80 -4.50 -2.88 0.1153
H 1.39 -2.79 -2.71 0.0840
I 3.57 -1.40 -0.19 0.5817
```

molecular weight	885.137	Da
spin multiplicity	1
E_HOMO (spin up / spin down)	-14.35 / -14.34	eV
charge	+3
total energy	-8083.9837	Ha

Entry from the Open Molecules 2025 dataset: a molecular structure, C23H45Cl3CrN2O4PSi at a distorted geometry (ωB97M-V/def2-TZVPD).

XYZ file:
```
80
Properties=species:S:1:pos:R:3:lowdin_charge:R:1
C -3.79 2.83 -0.75 -0.1039
C -2.89 3.60 -1.65 -0.2653
H -3.97 3.42 0.16 0.0667
H -3.34 1.87 -0.46 0.0325
H -4.75 2.63 -1.25 0.0889
C -2.94 4.95 -1.70 -0.1313
C -3.73 5.81 -0.78 -0.1195
H -2.42 5.49 -2.49 0.0976
H -3.49 5.65 0.28 0.0747
H -4.82 5.67 -0.90 0.0745
H -3.51 6.86 -1.01 0.0621
Cr -0.46 -2.38 -1.56 0.0060
Cl 1.60 -3.14 -1.90 -0.0287
Cl -1.95 -3.26 -2.94 -0.1358
H 4.94 -3.70 3.73 0.0958
H 5.07 -5.53 1.19 0.0915
C 3.99 -4.26 3.78 -0.0526
C 4.27 -5.85 1.88 -0.0622
N 3.57 -4.70 2.45 -0.2013
H 3.21 -3.62 4.20 0.0805
C 2.72 -3.93 1.73 -0.3165
O 2.11 -2.98 2.19 -0.0138
H 3.56 -6.47 1.31 0.0857
H 2.62 -4.27 0.66 0.1189
H 4.14 -5.15 4.40 0.0781
H 4.71 -6.44 2.69 0.0798
H 0.34 -0.52 4.90 0.0818
H -0.14 1.93 2.93 0.0315
C 1.20 0.15 4.93 -0.0681
C 0.89 2.04 3.33 -0.0735
N 1.47 0.74 3.63 -0.1945
H 2.07 -0.43 5.26 0.0802
C 2.03 0.02 2.62 -0.3052
O 2.18 0.43 1.47 0.0056
H 1.49 2.55 2.57 0.0818
H 2.34 -0.99 2.94 0.1054
H 1.01 0.94 5.66 0.0779
H 0.86 2.61 4.26 0.0752
O -1.47 1.60 -2.12 -0.2649
C -2.10 2.76 -2.66 -0.2980
C -0.30 4.55 -2.97 -0.0685
C -1.16 3.60 -3.53 -0.1921
H -0.31 4.72 -1.89 0.1136
C 0.51 5.33 -3.81 -0.0801
H -2.86 2.31 -3.32 0.1450
C -1.23 3.43 -4.91 -0.0320
H 1.16 6.08 -3.36 0.0981
C 0.45 5.15 -5.19 -0.1094
C -0.43 4.20 -5.74 -0.0926
H -1.94 2.68 -5.30 0.1179
H 1.08 5.76 -5.84 0.0905
H -0.50 4.08 -6.82 0.0927
Si 0.04 1.54 -1.19 0.0097
Cl -1.01 2.16 0.52 0.4463
C 1.33 2.79 -0.60 -0.2702
C 1.03 1.32 -2.99 -0.1942
C 0.23 -0.33 -1.01 -0.2892
H 1.95 3.14 -1.41 0.0104
H 1.95 2.28 0.15 0.0046
H 0.86 3.65 -0.12 -0.0157
H -0.44 -0.69 -0.19 0.0382
H 1.27 -0.62 -0.83 0.0266
H -0.12 -0.69 -2.06 0.0088
H 1.28 2.30 -3.45 -0.0039
H 0.39 0.81 -3.73 0.0100
H 1.97 0.74 -2.94 0.0189
C -0.70 -4.52 2.80 -0.1734
P -1.24 -4.45 1.08 0.5706
C -1.20 -6.16 0.51 -0.1671
C -2.97 -3.95 1.09 -0.1683
O -0.39 -3.53 0.23 -0.4884
H -1.49 -4.99 3.40 0.0540
H -0.50 -3.51 3.18 0.0586
H 0.21 -5.11 2.89 0.0490
H -1.80 -6.78 1.18 0.0545
H -1.61 -6.20 -0.51 0.0645
H -0.16 -6.52 0.50 0.0581
H -3.07 -3.03 1.69 0.0655
H -3.28 -3.76 0.05 0.0489
H -3.58 -4.75 1.53 0.0527
```

molecular weight	631.038	Da
spin multiplicity	5
E_HOMO (spin up / spin down)	-3.96 / -4.04	eV
charge	-1
total energy	-4369.9446	Ha

Copy entry 1 word for word.
Entry from the Open Molecules 2025 dataset: 3 unconnected molecules or ions with the total composition C23H44F3IN4O6P at a distorted geometry (ωB97M-V/def2-TZVPD).

XYZ file:
```
82
Properties=species:S:1:pos:R:3:lowdin_charge:R:1
C -4.87 0.19 -1.10 -0.1205
O -5.05 -0.36 -2.44 -0.2503
C -4.35 -1.62 -2.59 -0.2254
C -3.03 -1.53 -3.52 -0.1691
C -2.46 -0.04 -3.72 -0.2099
C -1.26 0.09 -4.78 -0.2203
C 0.10 -0.66 -4.37 -0.2176
C 0.77 -0.12 -3.00 -0.2292
C 1.25 -1.39 -2.11 -0.2936
P 2.47 -0.89 -0.68 0.5441
C 3.81 -0.58 -2.00 -0.3183
C 5.34 -0.62 -1.51 -0.3574
C 6.04 0.86 -1.37 -0.5789
I 7.03 0.93 0.62 0.6326
C 3.10 -2.66 -0.44 -0.2271
C 2.02 -3.84 -0.48 -0.3351
C 2.64 -5.05 0.43 -0.0843
F 1.84 -4.45 -1.80 -0.1121
N 3.52 -0.21 0.65 -0.0226
C 3.41 1.09 0.69 -0.3527
O 3.47 2.35 0.62 0.0244
N 1.08 -1.06 0.46 -0.0798
C 0.07 0.00 0.34 -0.3563
O -1.08 -0.34 -0.06 0.0709
F 0.24 1.38 0.64 0.0535
C 1.44 -1.32 1.85 -0.3544
O 1.28 -0.37 2.69 0.0253
F 1.85 -2.56 2.41 0.0468
H -5.73 -0.17 -0.43 0.0896
H -4.95 1.34 -1.16 0.0831
H -3.84 -0.04 -0.64 0.0953
H -5.09 -2.37 -3.09 0.1197
H -4.07 -2.07 -1.57 0.1169
H -3.23 -2.02 -4.54 0.1063
H -2.21 -2.17 -3.01 0.1096
H -2.21 0.41 -2.68 0.1048
H -3.34 0.60 -4.12 0.1165
H -1.64 -0.38 -5.77 0.1035
H -1.08 1.21 -5.01 0.1107
H -0.05 -1.79 -4.27 0.1006
H 0.88 -0.46 -5.21 0.1082
H 1.61 0.61 -3.25 0.0914
H -0.04 0.50 -2.44 0.0936
H 0.33 -1.94 -1.65 0.0878
H 1.72 -2.13 -2.84 0.0759
H 2.02 0.49 -0.92 0.0319
H 3.65 0.48 -2.46 0.0825
H 3.74 -1.30 -2.92 0.0919
H 5.55 -1.29 -0.59 0.0572
H 5.95 -1.12 -2.37 0.0985
H 6.89 0.96 -2.12 0.0353
H 5.25 1.69 -1.48 0.0506
H 3.65 -2.69 0.59 0.0923
H 3.92 -2.98 -1.21 0.1148
H 1.00 -3.61 -0.02 0.1289
H 2.90 -4.73 1.49 0.0686
H 3.64 -5.36 -0.07 0.0869
H 1.89 -5.92 0.36 0.0746
C -6.06 2.09 1.57 -0.3288
O -5.25 2.38 0.72 0.0052
N -7.17 2.81 1.89 -0.2072
C -8.09 2.40 2.92 -0.0685
C -7.43 4.04 1.16 -0.0485
H -5.95 1.17 2.18 0.1361
H -9.08 2.26 2.48 0.0865
H -8.14 3.18 3.69 0.0866
H -7.77 1.47 3.38 0.0833
H -7.53 3.81 0.10 0.0937
H -6.59 4.73 1.29 0.0930
H -8.35 4.51 1.52 0.0839
C 4.70 2.49 5.75 -0.3468
O 5.20 2.48 6.87 -0.0124
N 3.44 2.07 5.44 -0.1994
C 2.92 2.12 4.09 -0.0516
C 2.60 1.55 6.50 -0.0510
H 5.26 2.87 4.88 0.1307
H 2.03 2.75 4.07 0.0961
H 2.66 1.10 3.77 0.0669
H 3.67 2.52 3.40 0.0767
H 2.46 2.33 7.26 0.0872
H 3.09 0.69 6.96 0.0903
H 1.63 1.25 6.10 0.0879
```

molecular weight	687.499	Da
spin multiplicity	1
E_HOMO	-5.68	eV
charge	-1
total energy	-2511.7247	Ha

> Look up the molecular weight of the second one.

498.471 Da